[1]
Here is a structure of composition C46H60O4P2PbS3SiTe from the Open Molecules 2025 dataset. Energies are from the ωB97M-V functional and the def2-TZVPD basis.

For the HOMO-LUMO gap (spin up / spin down), the calculation gives 3.98 / 3.61 eV. The calculation puts the HOMO energy (spin up / spin down) at -0.1 / 0.2 eV. Its charge is -2. Its multiplicity is 1. Its relative energy (zero: lowest compared OMol25 entry of this formula, charge and spin) is 113.5 kcal/mol. The calculation puts the LUMO energy (spin up / spin down) at 3.857 / 3.857 eV.

Last column: Löwdin charge in e.
Cartesian coordinates (Å):
Pb (-1.44, -2.06, 0.28)  0.63
Te (-3.44, -0.29, -0.44)  0.18
S (-5.51, -3.79, 1.85)  0.30
S (-3.91, -4.72, 0.70)  0.30
S (-2.78, -3.00, 3.18)  0.48
P (-2.16, 1.20, 1.73)  0.91
P (1.31, 0.44, -1.89)  1.12
Si (0.83, -0.94, 1.20)  0.49
O (-0.23, -4.32, 0.57)  -0.20
O (0.50, -3.09, -1.17)  -0.17
O (3.90, -8.16, -2.44)  0.01
O (4.23, -7.63, -0.21)  -0.01
C (3.12, -7.12, -2.08)  -0.27
C (2.13, -0.74, -5.92)  -0.20
C (-3.20, 0.46, 4.28)  -0.28
C (0.79, 3.16, -1.47)  -0.22
C (-3.77, 5.58, 0.82)  -0.21
C (2.00, 0.22, -4.72)  -0.22
C (-4.22, -0.30, 5.04)  -0.22
C (0.97, -2.23, 2.58)  -0.24
C (1.83, 1.23, 2.48)  -0.13
C (-3.12, 4.80, -0.36)  -0.20
C (2.66, -0.45, -1.13)  -0.40
C (4.69, -1.93, 0.06)  -0.08
C (-0.62, 1.17, 2.67)  -0.39
C (-0.26, -0.67, -4.21)  -0.20
C (4.67, -8.49, -1.29)  -0.15
C (3.15, -6.85, -0.74)  -0.16
C (1.24, -1.97, -5.89)  -0.21
C (-6.08, 0.44, 3.41)  -0.20
C (0.53, -4.11, -0.43)  -0.67
C (1.90, 1.87, 3.71)  -0.09
C (-2.18, 3.07, 1.28)  -0.38
C (1.25, 4.67, -1.47)  -0.21
C (-5.61, 0.38, 4.85)  -0.22
C (1.68, -5.26, -2.33)  -0.03
C (-3.58, 0.42, 2.83)  -0.45
C (3.31, 2.48, -1.60)  -0.22
C (-2.64, 3.94, 2.48)  -0.21
C (3.48, -1.83, 0.73)  -0.10
C (-3.07, 3.29, -0.01)  -0.25
C (1.12, -0.36, -3.58)  -0.44
C (0.57, 0.81, 2.00)  -0.30
C (2.42, -1.06, 0.19)  -0.27
C (-0.17, -1.62, -5.39)  -0.20
C (4.89, -1.30, -1.21)  -0.08
C (0.73, 2.08, 4.48)  -0.10
C (1.88, 2.28, -2.09)  -0.42
C (3.90, -0.53, -1.77)  -0.13
C (-2.99, 5.39, 2.12)  -0.22
C (-3.87, -3.76, 2.13)  -1.72
C (1.51, -5.20, -0.92)  -0.11
C (-4.96, 1.02, 2.51)  -0.24
C (2.43, -6.26, -2.94)  0.00
C (2.28, -5.98, -0.05)  0.08
C (2.59, 4.86, -0.79)  -0.23
C (3.70, 3.98, -1.36)  -0.19
C (-0.50, 1.80, 3.96)  -0.13
H (4.53, 3.95, -0.67)  0.09
H (-5.04, 2.11, 2.61)  0.09
H (-0.18, 3.12, -2.05)  0.12
H (0.82, 2.59, 5.49)  0.11
H (3.53, 1.91, -0.67)  0.10
H (1.11, -2.30, -6.89)  0.08
H (-4.83, 5.29, 0.98)  0.11
H (-2.19, 0.12, 4.52)  0.11
H (2.40, -6.31, -4.05)  0.12
H (-6.31, -0.19, 5.46)  0.10
H (-5.53, 1.37, 5.33)  0.10
H (5.70, -8.35, -1.54)  0.11
H (3.01, 0.41, -4.32)  0.07
H (-2.15, 5.26, -0.56)  0.09
H (4.13, 0.07, -2.67)  0.09
H (-6.93, 1.12, 3.41)  0.09
H (2.10, -6.00, 1.04)  0.14
H (1.10, -4.52, -2.89)  0.11
H (1.49, -1.38, -3.30)  0.11
H (5.48, -2.46, 0.50)  0.07
H (-3.32, 1.44, 4.62)  0.08
H (-6.52, -0.55, 3.13)  0.12
H (2.84, 2.27, 4.10)  0.08
H (-0.62, 0.35, -4.53)  0.12
H (-3.70, -0.64, 2.55)  0.02
H (-3.60, 3.51, 2.90)  0.10
H (3.19, -1.03, -5.96)  0.10
H (0.48, 5.32, -1.02)  0.09
H (0.85, -3.22, 2.07)  0.02
H (-3.75, 6.63, 0.53)  0.09
H (-4.12, 2.96, 0.21)  0.10
H (1.90, -2.12, 3.06)  -0.02
H (5.79, -1.51, -1.67)  0.06
H (1.91, -0.16, -6.83)  0.10
H (2.47, 4.71, 0.26)  0.10
H (-1.42, 2.12, 4.41)  0.07
H (4.01, 4.34, -2.39)  0.12
H (4.48, -9.55, -1.04)  0.13
H (-4.01, -0.25, 6.10)  0.10
H (-0.94, -1.09, -3.47)  0.09
H (0.17, -2.13, 3.36)  0.03
H (3.99, 2.04, -2.37)  0.10
H (-3.71, 5.62, 2.92)  0.10
H (-0.81, -2.51, -5.18)  0.12
H (1.60, 1.19, -5.10)  0.11
H (1.34, 5.04, -2.51)  0.11
H (0.57, 2.89, -0.45)  0.08
H (-1.15, 3.34, 0.99)  0.10
H (-1.90, 3.95, 3.29)  0.09
H (-2.62, 2.66, -0.78)  0.04
H (3.41, -2.33, 1.73)  0.10
H (-5.21, 0.81, 1.46)  0.02
H (1.68, -2.79, -5.32)  0.10
H (2.67, 1.12, 1.81)  0.09
H (-3.69, 4.89, -1.30)  0.10
H (2.81, 5.92, -0.93)  0.10
H (1.94, 2.51, -3.22)  0.12
H (-2.16, 6.07, 2.16)  0.09
H (-0.67, -1.25, -6.29)  0.10
H (-4.27, -1.36, 4.75)  0.07

---

[2]
Here is a structure of composition C46H61BrGeN5O5PSc from the Open Molecules 2025 dataset. Energies are from the ωB97M-V functional and the def2-TZVPD basis.

For the HOMO-LUMO gap, the calculation gives 6.69 eV. The calculation puts the HOMO energy at -4.4 eV. Its charge is -1. Its multiplicity is 1. The calculation puts the LUMO energy at 2.332 eV.

Last column: Löwdin charge in e.
Cartesian coordinates (Å):
Br (2.93, 2.25, -0.26)  0.86
Ge (-3.47, 0.81, -2.65)  0.74
Sc (-0.40, -0.14, -0.31)  0.92
P (-1.50, -3.47, -0.93)  0.86
O (3.79, -1.76, -0.51)  -0.01
O (0.54, 2.66, -3.57)  0.01
O (-2.56, -0.13, 3.42)  -0.03
O (-0.76, -2.21, -0.59)  -0.36
O (-1.41, -0.16, 1.51)  -0.23
N (0.29, 0.78, -2.22)  0.03
N (1.05, -1.38, 1.64)  0.09
N (1.63, -0.99, -0.93)  0.03
N (-0.85, 2.20, -0.36)  0.06
N (1.14, 1.61, 1.72)  0.05
C (-2.38, -4.77, -3.33)  -0.18
C (3.02, -1.67, 3.57)  -0.07
C (1.84, 3.64, 3.46)  -0.07
C (-4.09, -3.44, 2.35)  -0.18
C (1.03, -0.10, -3.04)  -0.22
C (1.76, -1.06, -2.32)  -0.22
C (-5.26, -4.03, 1.56)  -0.20
C (-4.82, -5.31, 0.85)  -0.20
C (2.49, -2.01, -3.03)  -0.05
C (0.79, -4.71, -1.79)  -0.17
C (2.48, 3.52, 2.25)  -0.11
C (3.36, -1.58, 2.23)  0.00
C (1.98, -6.35, -0.30)  -0.20
C (-2.61, 0.04, -1.10)  -0.35
C (1.33, -5.80, 0.97)  -0.18
C (-4.99, -0.33, -3.22)  -0.23
C (0.17, 2.06, -2.56)  -0.54
C (0.85, 2.73, 3.81)  -0.05
C (1.02, -0.11, -4.43)  -0.04
C (-2.17, -3.41, -2.62)  -0.32
C (-1.53, 4.86, -0.67)  -0.07
C (0.54, 1.73, 2.91)  -0.13
C (-2.96, -3.73, 0.13)  -0.34
C (-1.87, 4.18, 0.48)  -0.05
C (-0.55, 2.84, -1.48)  -0.19
C (-2.03, -2.38, -4.88)  -0.17
C (-1.41, -2.41, -3.49)  -0.19
C (-1.52, 2.84, 0.60)  -0.12
C (-2.38, 1.13, -4.25)  -0.20
C (-2.48, -0.20, 2.19)  -0.55
C (0.39, -4.62, 0.67)  -0.18
C (-0.29, -4.80, -0.69)  -0.32
C (-4.27, 2.55, -2.18)  -0.22
C (2.65, -1.40, -0.18)  -0.51
C (-1.59, -4.86, -4.63)  -0.21
C (0.73, -1.48, 2.93)  -0.13
C (2.08, 2.47, 1.42)  -0.72
C (1.68, -1.63, 3.93)  -0.06
C (2.33, -1.44, 1.30)  -0.20
C (-0.86, 4.18, -1.68)  0.00
C (-1.93, -3.73, -5.60)  -0.18
C (2.44, -2.04, -4.42)  -0.11
C (1.71, -1.09, -5.12)  -0.11
C (2.16, -5.22, -1.31)  -0.18
C (-3.76, -4.99, -0.23)  -0.18
C (-2.74, -3.67, 1.64)  -0.18
H (-5.62, -3.32, 0.81)  0.11
H (2.94, -6.82, -0.06)  0.10
H (-2.41, 4.65, 1.29)  0.10
H (1.36, -1.71, 4.96)  0.10
H (-4.26, -4.85, -1.19)  0.11
H (-1.77, 2.26, 1.47)  0.10
H (3.10, -2.72, -2.49)  0.09
H (-5.68, -0.47, -2.38)  0.01
H (-2.98, 1.01, -5.15)  0.02
H (-0.32, -4.50, 1.49)  0.09
H (-1.76, -5.83, -5.10)  0.11
H (-3.09, -5.85, -0.34)  0.10
H (-4.25, -2.37, 2.52)  0.10
H (0.48, 0.67, -4.96)  0.10
H (-4.67, -1.31, -3.55)  -0.02
H (-4.82, 2.48, -1.25)  0.01
H (-4.95, 2.89, -2.97)  0.01
H (2.73, -4.40, -0.87)  0.11
H (-0.52, -4.83, -4.40)  0.09
H (-3.08, -2.07, -4.78)  0.10
H (-2.32, -4.61, 1.98)  0.11
H (-1.54, 0.44, -4.30)  -0.02
H (-6.11, -4.22, 2.22)  0.11
H (-2.13, -5.62, -2.68)  0.09
H (3.27, 4.19, 1.93)  0.09
H (0.47, -5.27, -2.67)  0.10
H (2.10, -5.46, 1.67)  0.11
H (0.78, -6.59, 1.48)  0.10
H (3.79, -1.77, 4.32)  0.10
H (-0.78, -5.78, -0.73)  0.12
H (-3.02, -0.98, -1.00)  -0.05
H (0.95, -3.68, 0.63)  0.10
H (-3.16, -2.95, -2.44)  0.11
H (2.12, 4.45, 4.14)  0.10
H (-5.55, 0.14, -4.04)  0.01
H (-3.04, 0.59, -0.26)  -0.04
H (-3.56, -2.85, -0.14)  0.11
H (1.69, -1.10, -6.20)  0.09
H (0.90, -3.67, -2.10)  0.08
H (-1.96, 2.14, -4.25)  0.02
H (3.00, -2.80, -4.96)  0.09
H (-3.41, -0.27, 1.58)  0.12
H (-5.66, -5.83, 0.39)  0.11
H (0.33, 2.79, 4.75)  0.10
H (-3.49, 3.32, -2.07)  -0.01
H (-0.34, -2.64, -3.54)  0.10
H (-0.24, 1.00, 3.11)  0.09
H (-2.03, -2.89, 1.91)  0.10
H (-0.56, 4.64, -2.61)  0.12
H (-0.33, -1.41, 3.16)  0.09
H (1.36, -7.13, -0.75)  0.11
H (-1.48, -1.43, -3.02)  0.08
H (-1.78, 5.91, -0.79)  0.10
H (4.38, -1.62, 1.88)  0.11
H (-4.40, -5.99, 1.59)  0.11
H (-1.55, -1.59, -5.46)  0.10
H (-2.87, -3.95, -6.11)  0.10
H (-3.45, -4.88, -3.56)  0.11
H (-4.05, -3.90, 3.34)  0.11
H (-1.16, -3.69, -6.37)  0.10
H (2.74, -5.55, -2.18)  0.11